Below is one molecule with the formula C3H4N2 at a distorted geometry, with properties calculated with ωB97M-V with the def2-TZVPD basis set.

The geometry in XYZ format:
```
9
Properties=species:S:1:pos:R:3:forces:R:3:lowdin_charge:R:1
C 1.9824 -0.3537 -0.2328 -3.230 2.270 1.950 -0.13
C -0.7186 0.2873 -0.1931 3.869 -1.656 1.570 -0.21
C 0.7502 -0.1276 0.5293 -2.253 -0.042 -0.122 -0.21
N 1.9601 0.7902 0.2588 -0.240 0.031 0.318 0.14
N -1.8002 0.1833 0.4430 -1.247 0.123 -2.065 0.05
H 2.6361 -1.0196 -0.5771 2.514 -2.396 -1.915 0.06
H -0.4543 0.4866 -1.2380 -0.869 0.309 -0.131 0.09
H 0.6816 -0.6749 1.5266 -0.134 1.285 -1.131 0.12
H -2.6271 0.3090 -0.2506 1.591 0.076 1.525 0.09
```
Forces are in eV/Å.

## Properties
SMILES	[H]/N=C/[C@H]1C=N1
highest occupied orbital energy	-9.80	eV
maximum force	4.49	eV/Å
energy relative to the best compared isomer or geometry (same formula, charge and spin)	3.547	eV
charge	0
frontier orbital gap	10.67	eV
multiplicity	1
LUMO energy	0.032	hartree

---

Below is C3H4N2 as an isolated structure at a distorted geometry, with properties calculated with ωB97M-V with the def2-TZVPD basis set.

The geometry in XYZ format:
```
9
Properties=species:S:1:pos:R:3:forces:R:3:lowdin_charge:R:1
C 0.1403 0.1531 -0.0040 -0.468 1.484 0.268 -0.53
N 0.3325 -1.1038 0.3718 -0.673 -3.310 -0.052 0.08
C -0.7872 1.1209 -0.0791 0.290 -0.487 0.031 0.05
C 1.5892 0.3555 -0.0637 1.049 1.193 -0.503 -0.21
N 2.7185 0.5778 -0.1734 -0.788 -0.257 0.196 0.19
H -0.5562 -2.1583 -0.2440 -0.082 0.985 0.669 0.14
H -1.1173 -1.9574 0.3633 0.708 0.423 -0.279 0.16
H -1.8234 0.8719 0.0934 -0.051 -0.008 -0.178 0.06
H -0.4964 2.1404 -0.2643 0.015 -0.023 -0.153 0.06
```
Forces are in eV/Å.

## Properties
highest occupied orbital energy (alpha / beta)	-9.18 / -9.18	eV
maximum force	3.38	eV/Å
energy relative to the best compared isomer or geometry (same formula, charge and spin)	6.421	eV
charge	0
frontier orbital gap (alpha / beta)	7.57 / 7.56	eV
multiplicity	1
LUMO energy (alpha / beta)	-0.059 / -0.059	hartree

---

Below is one molecule with the formula C3H4N2 at a distorted geometry, with properties calculated with ωB97M-V with the def2-TZVPD basis set.

The geometry in XYZ format:
```
9
Properties=species:S:1:pos:R:3:forces:R:3:lowdin_charge:R:1
N -1.0309 -0.9677 0.4191 0.360 -0.532 0.537 -0.02
C -0.8873 0.4524 0.0968 -0.328 -0.274 -0.269 -0.21
C 0.5450 0.6800 -0.0634 -0.076 -0.313 -0.194 -0.06
C 1.0746 -0.5613 -0.0099 0.177 0.217 -0.029 -0.14
N 0.0878 -1.5267 0.2151 -0.122 0.050 0.511 -0.02
H -1.3538 -0.0007 -0.8265 0.072 1.358 -0.704 0.15
H -1.5916 1.1874 0.4886 0.192 -0.359 0.214 0.12
H 1.0585 1.6269 -0.1889 -0.186 -0.255 -0.104 0.10
H 2.0977 -0.8902 -0.1310 -0.088 0.106 0.038 0.10
```
Forces are in eV/Å.

## Properties
SMILES	C1=CN=NC1
highest occupied orbital energy	-9.67	eV
maximum force	1.53	eV/Å
energy relative to the best compared isomer or geometry (same formula, charge and spin)	2.363	eV
charge	0
frontier orbital gap	10.30	eV
multiplicity	1
LUMO energy	0.023	hartree

---

Below is one molecule with the formula C3H4N2, with properties calculated with ωB97M-V with the def2-TZVPD basis set.

The geometry in XYZ format:
```
9
Properties=species:S:1:pos:R:3:forces:R:3:lowdin_charge:R:1
C 1.1721 0.0114 0.1102 0.083 0.195 -0.439 -0.18
C -0.2356 -0.0840 0.5382 0.782 -0.578 -0.002 -0.30
C -1.3381 0.6980 -0.0774 -0.191 0.643 -0.173 -0.15
H -0.2616 -0.4179 1.5811 -0.447 0.265 -0.372 0.14
H -1.0991 1.4544 -0.8530 -0.207 -0.671 0.581 0.12
H -2.2105 0.8953 0.5376 0.250 0.369 0.085 0.11
H -1.8029 -1.3174 0.0460 0.228 0.543 -0.347 0.11
N 2.2772 0.0585 -0.2245 -0.930 -0.002 0.359 0.14
N -1.1652 -0.6823 -0.4524 0.432 -0.762 0.308 0.02
```
Forces are in eV/Å.

## Properties
SMILES	N#C[C@H]1CN1
highest occupied orbital energy	-10.59	eV
maximum force	1.00	eV/Å
energy relative to the best compared isomer or geometry (same formula, charge and spin)	1.637	eV
charge	0
frontier orbital gap	11.32	eV
multiplicity	1
LUMO energy	0.027	hartree

---

Below is C3H4N2 as an isolated structure at a distorted geometry, with properties calculated with ωB97M-V with the def2-TZVPD basis set.

The geometry in XYZ format:
```
9
Properties=species:S:1:pos:R:3:forces:R:3:mulliken_spin:R:1
C -0.6784 1.1608 0.4770 -4.031 4.002 1.750 0.37
C 0.1071 0.1595 0.2803 4.282 -5.579 -2.979 0.36
C 0.2348 -1.1717 -0.8383 -1.429 3.510 3.650 0.02
N 0.3392 1.6989 1.4512 -3.383 4.451 -1.410 0.64
N 1.0770 0.7243 1.2647 1.317 -5.467 -0.492 0.59
H -1.7262 1.4345 0.1641 1.343 -0.111 0.981 0.01
H 0.9773 -1.7109 -0.2650 0.477 -0.448 -0.971 0.00
H 0.4311 -0.6113 -1.7476 0.426 -0.923 -0.255 0.01
H -0.7619 -1.6840 -0.7862 0.997 0.566 -0.275 0.01
```
Forces are in eV/Å.

## Properties
⟨S²⟩	2.007
highest occupied orbital energy (alpha / beta)	-7.75 / -9.15	eV
maximum force	7.64	eV/Å
energy relative to the best compared isomer or geometry (same formula, charge and spin)	1.751	eV
charge	0
frontier orbital gap (alpha / beta)	8.69 / 7.14	eV
multiplicity	3
LUMO energy (alpha / beta)	0.034 / -0.074	hartree

---

Below is one molecule with the formula C3H4N2O at a distorted geometry, with properties calculated with ωB97M-V with the def2-TZVPD basis set.

The geometry in XYZ format:
```
10
Properties=species:S:1:pos:R:3:forces:R:3:lowdin_charge:R:1
N -1.2681 0.0808 -1.7534 -0.124 0.145 -0.216 0.17
C -0.2389 0.1379 -0.8870 0.008 0.136 -0.454 -0.61
N -0.6340 -0.2667 0.4187 0.453 -0.206 -0.118 0.16
C 0.3832 -0.1580 1.1104 0.236 -0.041 -0.785 -0.25
C 1.3815 0.1126 1.8798 -0.968 -0.768 0.747 0.06
O 0.9099 0.4164 -1.1827 -0.467 0.023 -0.190 0.05
H -2.2010 -0.0606 -1.4086 0.055 0.015 -0.115 0.10
H -1.0960 0.3911 -2.6928 -0.127 -0.018 -0.004 0.11
H 0.4800 -0.1638 2.5954 1.160 0.597 0.902 0.14
H 2.2833 -0.4898 1.9201 -0.226 0.116 0.232 0.08
```
Forces are in eV/Å.

## Properties
SMILES	C=C=NC(N)=O
highest occupied orbital energy	-9.35	eV
maximum force	1.59	eV/Å
energy relative to the best compared isomer or geometry (same formula, charge and spin)	3.035	eV
charge	0
frontier orbital gap	10.17	eV
multiplicity	1
LUMO energy	0.030	hartree

---

Look up the multiplicity of the third one.
1